[1]
The following is a DFT calculation (ωB97M-V/def2-TZVPD) of a structure of composition C3H3NO2S in a non-equilibrium geometry.

Computed properties:
Relative energy (zero: lowest compared OMol25 entry of this formula, charge and spin) ... 666.10 kJ/mol
Net charge ... 0
Highest occupied orbital energy (alpha / beta) ... -0.3589 / -0.3590 Eh
Largest force on an atom ... 9.9 eV/Å

XYZ file:
```
10
Properties=species:S:1:pos:R:3:forces:R:3:mulliken_charge:R:1
C -0.241206 -0.437250 -0.137388 -1.851 1.137 1.589 -0.13
C -1.509443 -0.296268 0.316064 2.791 2.693 -3.692 -0.46
C 0.279182 0.772232 -0.760350 1.654 2.035 1.341 -0.02
N -0.168940 1.956919 -0.485101 0.988 -1.652 1.248 -0.36
O -1.835522 2.158788 -1.674011 -3.436 -1.387 3.219 -0.51
O -2.773845 2.213189 0.709381 -2.416 2.151 3.259 -0.47
S -1.890537 1.702594 -0.203007 4.762 -2.959 -8.202 0.91
H 0.624282 -0.929194 0.325566 -0.948 -0.992 -0.345 0.28
H -1.788235 -0.488382 1.268248 -1.733 -1.188 2.565 0.39
H 1.341865 0.739970 -0.940314 0.189 0.162 -0.984 0.37
```
Forces are in eV/Å.

***

[2]
The following is a DFT calculation (ωB97M-V/def2-TZVPD) of the ion C23H19BF4NO5 with charge +1 in a non-equilibrium geometry.

Computed properties:
Net charge ... +1
Highest occupied orbital energy ... -0.4268 Eh
Largest force on an atom ... 4.5 eV/Å

XYZ file:
```
53
Properties=species:S:1:pos:R:3:forces:R:3:mulliken_charge:R:1
F 3.583644 3.870029 -0.747162 -1.046 -0.805 0.932 -0.31
C 2.646410 3.424861 0.168894 0.223 1.219 -0.157 0.13
C 2.730358 3.961814 1.461396 -0.748 -0.465 -0.742 -0.78
C 1.587289 3.663650 2.205260 -0.842 1.013 0.701 0.32
F 1.524908 4.275928 3.446656 -0.251 -0.748 -1.176 -0.31
C 0.425253 2.971827 1.742652 1.272 -0.564 0.089 -1.00
C 0.511423 2.247803 0.507328 -0.650 1.749 1.916 0.68
C -0.699653 1.343497 0.123415 -0.476 0.571 -0.265 -0.32
C -0.857040 1.404760 -1.389632 -0.876 -1.266 -1.287 0.78
C -2.147716 1.507949 -1.933510 -0.210 -0.068 0.489 -0.84
C -2.353407 1.431966 -3.315231 -0.866 0.987 -0.291 0.22
F -3.644853 1.569879 -3.773550 1.173 -0.271 0.506 -0.32
C -1.340525 1.353348 -4.263260 0.028 -1.247 0.744 -0.70
C -0.076216 1.133409 -3.701293 -0.195 0.581 -0.444 -0.10
F 0.959204 0.896868 -4.575560 -0.768 0.152 1.092 -0.33
C 0.162817 1.182267 -2.331550 0.768 0.055 -0.713 -0.43
C 1.580316 2.665640 -0.305519 0.620 0.031 -1.116 -0.55
H 3.494075 4.719950 1.743385 -0.666 -0.995 -0.018 0.45
H -0.521998 3.052736 2.315085 0.922 -0.422 -0.147 0.47
H -1.654684 1.784199 0.505079 0.926 -0.205 0.034 0.83
H -3.014185 1.604927 -1.255388 0.431 -0.005 -0.618 0.41
H -1.551559 1.199643 -5.328255 0.153 0.400 0.516 0.46
H 1.192734 0.977146 -2.053255 -0.421 -0.144 0.000 0.58
H 1.592853 2.581891 -1.408156 0.097 -0.304 1.141 0.73
C -3.757904 -2.113100 2.028132 -0.339 0.177 -0.185 -1.58
C -2.572970 -1.250277 1.816482 0.323 -1.134 -1.346 0.64
C -2.104178 -0.443513 2.806407 1.922 1.559 1.221 -1.11
C -0.805765 -0.053837 2.427367 -1.999 0.537 -2.099 -0.61
C -0.735232 -0.230355 0.939206 2.286 -1.488 0.974 1.12
B 0.597692 -1.091201 -0.009920 -2.313 3.567 1.381 -0.55
N 1.105187 -2.540216 0.126899 1.921 -0.935 0.144 0.24
C 1.157975 -3.271870 1.423456 -0.120 -0.612 0.518 -0.89
C 0.406684 -3.346363 -0.973580 0.858 0.203 0.415 -0.39
C -0.535053 -2.335705 -1.592819 -2.167 1.983 -0.954 0.32
O -1.541521 -2.497957 -2.250114 2.440 -0.224 1.270 -0.58
O -0.093212 -1.040284 -1.244690 -0.038 -3.586 -1.049 0.56
C 2.586324 -2.220381 -0.178798 0.676 -0.136 -0.865 -0.66
C 2.854213 -0.766957 0.256166 -1.199 0.406 0.932 0.38
O 3.867108 -0.275090 0.628996 0.001 -0.401 -0.486 -0.55
O 1.638650 -0.120133 0.259481 1.519 -2.038 -0.516 -0.31
O -1.795094 -1.243530 0.724364 -1.654 1.704 0.630 -0.11
H -3.794722 -2.617402 3.000672 0.470 0.200 -0.179 0.39
H -4.564106 -1.383808 2.073018 -0.446 0.024 -0.072 0.37
H -3.998542 -2.825133 1.259443 0.169 -0.130 -0.480 0.38
H -2.705371 -0.131727 3.667745 0.725 -0.637 -0.010 0.51
H -0.059401 0.438586 3.023382 0.032 0.366 0.023 0.74
H 1.961102 -4.032100 1.329380 -0.646 0.391 0.260 0.45
H 1.381092 -2.608794 2.275874 -0.017 -0.080 -0.565 0.33
H 0.212235 -3.789766 1.610080 0.099 0.272 -0.040 0.32
H 1.187348 -3.595643 -1.703990 -0.443 -0.237 0.060 0.31
H -0.049415 -4.263060 -0.561792 0.078 0.615 -0.298 0.36
H 3.291036 -2.946755 0.272179 -0.601 0.471 -0.181 0.46
H 2.736396 -2.229615 -1.270855 -0.132 -0.087 0.314 0.40
```
Forces are in eV/Å.

***

[3]
The following is a DFT calculation (ωB97M-V/def2-TZVPD) of a cluster of 10 separate species, C35H81N3O11S2 in total in a non-equilibrium geometry.

Computed properties:
Net charge ... -2
Highest occupied orbital energy ... 0.0527 Eh
Largest force on an atom ... 6.4 eV/Å

XYZ file:
```
132
Properties=species:S:1:pos:R:3:forces:R:3:mulliken_charge:R:1
O -0.060794 -3.560374 0.701955 -0.158 -0.414 -2.678 -0.72
C -0.236384 -3.750238 -0.571170 -1.887 -1.047 0.958 0.67
O -1.378009 -4.401403 -1.019009 3.956 2.369 0.723 -0.77
N 0.806067 -3.191137 -1.487602 -2.617 0.726 0.618 -0.97
C 0.188737 -1.918681 -1.955614 0.427 -0.683 0.579 1.32
C 1.207410 -0.647396 -1.855170 -1.487 0.279 0.223 -0.62
C 0.589653 0.412828 -0.787656 0.845 -0.974 -0.102 -0.36
S -0.593327 1.595119 -1.642957 -0.877 -1.322 -0.080 -0.05
C -2.068211 0.571994 -2.149164 0.776 -0.598 -0.392 -0.39
S -2.485316 0.466074 -3.780706 0.297 -0.170 1.954 -0.27
N -2.826762 -0.081592 -1.065549 0.053 1.586 0.364 0.41
C -3.227419 0.843457 -0.017493 -2.276 -5.558 2.220 -0.09
C -3.948002 -0.146547 0.919466 1.927 1.210 -2.999 -0.59
N -3.925571 -1.503546 0.407221 1.748 3.041 -2.817 -0.49
C -3.238753 -1.445230 -0.849791 -0.998 2.826 2.993 0.05
H -0.672198 -1.681987 -1.237989 0.808 0.080 -1.139 -0.87
H -0.261000 -2.009002 -3.015023 0.521 0.435 1.124 -0.08
H 2.233062 -0.964067 -1.468571 -1.337 0.227 -0.678 0.52
H 1.226577 -0.109163 -2.864394 0.403 -0.717 1.275 -0.16
H 1.471065 1.027476 -0.359140 -1.749 -0.533 -0.495 0.31
H 0.030940 -0.133889 0.050141 0.910 0.826 -1.121 0.19
H -3.061341 1.965483 0.050415 -0.035 -2.087 -0.449 0.33
H -4.424681 0.153357 1.906596 0.664 -0.726 -1.544 0.36
H -2.969547 -2.269030 -1.589335 -0.282 1.100 1.468 0.29
C 0.183411 7.129709 -2.027438 -0.299 0.102 -0.105 -1.38
C 0.529893 5.790450 -1.394590 0.569 0.264 -0.197 0.57
C 1.527115 5.956557 -0.258583 -0.008 -0.177 0.292 -1.27
O 1.078903 4.927030 -2.384113 -0.190 -0.085 -0.020 -0.45
H 1.074979 7.603118 -2.452572 0.048 -0.021 0.136 0.35
H -0.524944 6.993808 -2.849163 0.010 -0.038 0.117 0.31
H -0.257367 7.811073 -1.294323 0.034 0.012 -0.050 0.38
H -0.380050 5.315561 -1.018120 0.130 -0.153 -0.172 0.24
H 2.465190 6.389366 -0.622573 -0.091 0.104 -0.056 0.32
H 1.775204 4.985885 0.178711 -0.121 0.068 -0.039 0.30
H 1.126687 6.602574 0.527706 0.057 -0.015 -0.016 0.37
H 1.884952 5.336855 -2.724631 -0.131 -0.081 0.095 0.28
C -3.329989 0.384503 6.751141 0.232 0.087 0.206 -1.27
C -4.033985 1.240946 5.709615 -0.124 -0.747 -0.182 0.35
C -5.536152 1.001745 5.720084 -0.240 0.221 -0.011 -1.31
O -3.515278 0.938718 4.418998 -0.071 0.313 0.102 -0.42
H -3.484473 -0.680324 6.549924 -0.113 0.076 -0.006 0.33
H -2.250930 0.557871 6.724770 -0.104 0.041 0.000 0.26
H -3.695753 0.606115 7.757870 0.014 -0.047 -0.018 0.43
H -3.828677 2.297829 5.903111 0.075 -0.053 -0.189 0.25
H -5.766780 -0.041767 5.483287 0.100 0.014 0.100 0.33
H -6.027618 1.614613 4.959585 0.079 -0.001 0.083 0.31
H -5.967986 1.241874 6.695900 -0.019 -0.041 -0.033 0.41
H -3.691107 0.004908 4.236970 0.130 0.130 -0.074 0.31
C -1.090355 3.655954 -6.755390 -0.051 0.225 0.113 -1.01
C 0.195836 2.845681 -6.794972 -0.617 -0.451 0.110 0.40
C 0.341042 2.102043 -8.114752 0.267 0.000 -0.210 -1.06
O 0.198830 1.911615 -5.723042 0.403 0.259 -0.277 -0.32
H -1.964238 3.005794 -6.852221 0.124 0.030 -0.084 0.08
H -1.187475 4.175366 -5.798176 0.107 -0.045 -0.068 0.28
H -1.115635 4.397087 -7.560503 -0.048 -0.005 -0.015 0.40
H 1.053694 3.509521 -6.650789 0.026 -0.144 0.131 0.25
H -0.484772 1.397376 -8.258377 -0.056 0.112 0.053 0.09
H 1.263542 1.514477 -8.125159 -0.039 0.086 0.004 0.27
H 0.358769 2.796482 -8.960361 -0.015 -0.038 -0.026 0.46
H -0.557872 1.318492 -5.839709 -0.011 0.063 0.408 0.15
C 1.065792 -1.602126 -7.592885 -0.140 0.147 -0.220 -1.39
C 1.576556 -1.154379 -6.231051 0.039 -0.680 0.104 1.03
C 3.034073 -1.541325 -6.032180 0.252 0.152 0.104 -1.51
O 0.786017 -1.749369 -5.209709 0.019 0.346 -0.348 -0.39
H 1.122990 -2.691254 -7.692728 0.119 0.032 0.036 0.46
H 0.014361 -1.327815 -7.717342 0.083 0.050 0.039 0.21
H 1.644832 -1.146558 -8.402091 -0.023 -0.044 -0.033 0.36
H 1.467675 -0.070462 -6.136046 -0.108 -0.150 0.170 -0.17
H 3.159449 -2.628249 -6.077729 -0.059 0.026 -0.091 0.38
H 3.383554 -1.223854 -5.046268 -0.103 0.021 -0.085 0.34
H 3.672382 -1.083842 -6.794466 0.022 -0.032 -0.002 0.38
H 0.874256 -2.709737 -5.282459 -0.033 0.128 0.268 0.30
C -4.501683 3.311224 -10.333492 0.112 0.285 -0.133 -1.50
C -3.682306 2.357645 -9.477365 -0.681 -0.171 0.061 0.79
C -4.025976 0.907560 -9.780042 0.231 -0.235 -0.008 -1.35
O -3.929542 2.625571 -8.100465 0.134 0.124 -0.041 -0.50
H -5.572183 3.189858 -10.137759 0.050 -0.137 -0.035 0.36
H -4.252615 4.349391 -10.097299 0.055 -0.097 -0.030 0.36
H -4.320336 3.141321 -11.398327 -0.052 0.017 0.037 0.37
H -2.616609 2.527617 -9.655152 -0.049 0.040 0.231 0.14
H -5.079894 0.703048 -9.565115 0.006 0.109 -0.081 0.35
H -3.438515 0.234468 -9.150083 0.000 0.096 -0.075 0.31
H -3.830285 0.665566 -10.828268 -0.038 -0.017 0.046 0.37
H -4.869671 2.478300 -7.931469 0.183 -0.042 0.015 0.31
C 1.898535 -0.011924 4.803807 0.260 0.156 -0.010 -1.24
C 1.192883 0.846411 3.764585 -0.342 -0.851 -0.089 0.30
C -0.309612 0.609876 3.776728 -0.115 0.242 -0.048 -0.91
O 1.706229 0.543024 2.471934 0.254 0.258 0.048 -0.49
H 1.741350 -1.076479 4.602216 -0.156 0.074 -0.014 0.34
H 2.975956 0.158629 4.775325 -0.194 0.047 0.049 0.30
H 1.535631 0.209961 5.811925 0.037 -0.032 0.007 0.31
H 1.400967 1.903262 3.958760 0.093 -0.028 -0.184 0.25
H -0.541777 -0.433164 3.538746 0.086 0.017 0.058 0.34
H -0.801639 1.223701 3.017628 0.017 -0.033 0.109 0.26
H -0.740359 0.849285 4.752754 -0.023 -0.008 -0.061 0.18
H 1.525672 -0.391366 2.290303 -0.059 0.124 -0.108 0.34
C 5.952182 -2.277540 6.443701 -0.055 -0.251 -0.244 -1.08
C 5.849195 -0.780177 6.199425 -0.001 -0.169 0.656 0.44
C 6.792932 -0.005783 7.106352 0.094 0.314 -0.019 -1.14
O 4.509844 -0.353299 6.433191 0.109 0.098 -0.078 -0.45
H 5.678330 -2.524327 7.475022 0.120 0.128 0.031 0.07
H 5.260842 -2.820644 5.793967 0.099 0.092 -0.017 0.37
H 6.966679 -2.639699 6.255907 -0.048 -0.012 0.043 0.39
H 6.082008 -0.561661 5.153656 -0.250 0.040 0.052 0.26
H 6.548524 -0.174702 8.159419 0.070 -0.167 -0.089 0.13
H 6.700519 1.069437 6.928622 0.026 -0.095 -0.114 0.34
H 7.832597 -0.300156 6.938066 -0.033 0.011 0.057 0.37
H 4.293339 -0.542199 7.355877 0.067 0.004 -0.164 0.29
C 7.140071 -2.522798 12.323102 -0.196 0.145 0.222 -1.38
C 6.757470 -2.651890 10.856872 0.675 -0.204 0.142 0.45
C 7.244499 -3.968088 10.271518 -0.176 -0.159 -0.224 -1.19
O 7.322398 -1.568318 10.122067 -0.206 0.161 -0.044 -0.46
H 8.227966 -2.543150 12.445914 -0.034 -0.128 -0.078 0.35
H 6.793906 -1.567777 12.727461 -0.044 -0.099 -0.051 0.33
H 6.706888 -3.331836 12.917059 0.060 0.046 -0.009 0.37
H 5.671096 -2.583288 10.753311 0.116 0.167 -0.116 0.27
H 8.336005 -4.038264 10.323453 -0.042 0.030 0.141 0.34
H 6.972768 -4.042294 9.215212 -0.048 0.012 0.115 0.25
H 6.814443 -4.820423 10.803933 0.059 0.027 -0.042 0.37
H 8.283618 -1.619395 10.206799 -0.175 -0.023 -0.029 0.31
C -4.966806 -5.895110 -0.616315 0.024 -0.086 0.064 -1.01
C -6.350749 -5.263895 -0.662901 0.692 0.338 -0.092 0.34
C -6.564220 -4.494020 -1.957242 -0.254 0.058 -0.167 -1.03
O -6.506696 -4.380940 0.444776 -0.376 -0.034 0.119 -0.59
H -4.184708 -5.130150 -0.663816 0.055 -0.067 -0.096 0.22
H -4.823017 -6.435146 0.323401 -0.061 0.015 -0.078 0.29
H -4.822549 -6.592309 -1.446327 0.052 0.048 0.019 0.33
H -7.114103 -6.042883 -0.567989 -0.092 0.139 0.161 0.26
H -5.838948 -3.679905 -2.050839 0.079 -0.160 0.033 0.16
H -7.557879 -4.036089 -1.972515 0.011 -0.085 0.013 0.31
H -6.467430 -5.149392 -2.827337 0.037 0.054 0.015 0.36
H -5.834278 -3.687169 0.368825 0.080 -0.062 0.070 0.38
```
Forces are in eV/Å.

***

> Look up the largest force on an atom of the second one.

4.5 eV/Å